1.
105
Properties=species:S:1:pos:R:3 method="wB97M-V/def2-TZVPD" homo_energy_ev="-10.75 / -10.75" charge=+1 multiplicity=5 homo_lumo_gap_ev="3.163 / 3.023" lumo_energy_ev="-7.587 / -7.727" max_force_ev_per_a=4.507
Fe 0.149 2.973 2.855
C 0.043 0.174 0.161
C -1.082 1.231 0.365
O -1.076 1.974 1.553
H -0.073 -0.689 0.817
H 1.042 0.560 0.374
H 0.010 -0.136 -0.883
H -2.011 0.658 0.465
H -1.027 1.830 -0.546
C 3.940 -3.970 -0.391
O 3.966 -3.380 -1.444
N 2.973 -4.167 0.523
C 3.216 -4.996 1.697
C 1.742 -3.402 0.500
H 4.842 -4.534 -0.066
H 3.251 -4.334 2.564
H 4.138 -5.552 1.542
H 2.444 -5.755 1.826
H 1.751 -2.680 -0.320
H 0.843 -4.009 0.402
H 1.611 -2.682 1.318
C -0.627 5.497 -1.608
O -0.273 6.105 -0.604
N -1.797 4.855 -1.691
C -2.230 4.111 -2.892
C -2.530 4.557 -0.465
H -0.030 5.376 -2.524
H -1.660 4.292 -3.798
H -3.307 4.123 -3.042
H -2.033 3.075 -2.595
H -3.106 3.627 -0.454
H -2.019 4.327 0.475
H -3.201 5.385 -0.241
C -2.198 -2.017 2.563
O -3.298 -2.345 2.180
N -1.563 -2.671 3.579
C -0.251 -2.200 4.001
C -2.134 -3.827 4.266
H -1.579 -1.196 2.162
H -0.386 -2.026 5.071
H 0.114 -1.252 3.604
H 0.467 -2.978 3.737
H -3.187 -3.913 3.998
H -1.683 -4.753 3.913
H -2.129 -3.577 5.325
C -1.959 -0.378 -4.006
O -2.071 0.595 -4.715
N -2.592 -0.618 -2.841
C -2.343 -1.819 -2.030
C -3.525 0.326 -2.283
H -1.402 -1.273 -4.341
H -1.683 -2.513 -2.549
H -3.318 -2.275 -1.863
H -1.863 -1.639 -1.066
H -4.017 -0.040 -1.381
H -2.914 1.188 -2.003
H -4.368 0.624 -2.907
C 3.868 -1.103 -4.259
O 4.826 -0.989 -4.988
N 2.801 -1.940 -4.433
C 1.707 -1.913 -3.506
C 2.734 -2.848 -5.568
H 3.691 -0.508 -3.349
H 0.862 -1.552 -4.111
H 1.745 -1.264 -2.635
H 1.327 -2.900 -3.226
H 3.607 -2.990 -6.198
H 2.681 -3.817 -5.056
H 1.825 -2.710 -6.154
C 4.150 3.568 -1.146
O 5.296 3.636 -1.491
N 3.043 3.348 -1.922
C 1.757 3.070 -1.332
C 3.143 3.354 -3.372
H 3.766 3.696 -0.114
H 1.827 2.615 -0.341
H 1.171 2.411 -1.975
H 1.092 3.919 -1.150
H 3.993 3.959 -3.698
H 3.286 2.353 -3.775
H 2.391 3.999 -3.831
C -6.831 2.121 2.559
O -7.998 1.871 2.746
N -5.888 1.195 2.237
C -4.501 1.521 2.520
C -6.050 -0.084 1.584
H -6.295 3.080 2.660
H -4.086 0.817 3.244
H -4.395 2.551 2.855
H -3.941 1.422 1.584
H -5.920 0.043 0.507
H -5.477 -0.929 1.970
H -7.016 -0.594 1.638
C 3.623 0.936 4.750
O 3.673 0.827 5.962
N 3.699 -0.100 3.899
C 3.508 0.194 2.478
C 3.804 -1.478 4.336
H 3.478 1.906 4.246
H 3.075 1.174 2.265
H 2.809 -0.592 2.187
H 4.432 0.188 1.897
H 4.859 -1.635 4.581
H 3.111 -1.554 5.170
H 3.739 -2.137 3.471

2.
107
Properties=species:S:1:pos:R:3 method="wB97M-V/def2-TZVPD" homo_energy_ev=-7.21 homo_lumo_gap_ev=5.972 lumo_energy_ev=-1.238 smiles="C[C@H](O)CNCCO[C@]1(CCC(=O)O)NC(=O)[C@H](Cl)[C@H]1P(C)C.CN(C)P(=O)(N(C)C)N(C)C.CN(C)P(=O)(N(C)C)N(C)C" max_force_ev_per_a=8.669
C 5.067 0.472 -2.415
C 4.802 1.359 -3.646
O 3.861 2.377 -3.351
C 4.375 0.563 -4.887
N 3.226 -0.308 -4.538
C 2.056 -0.091 -5.396
C 0.853 -0.839 -4.788
O -0.302 -0.035 -5.010
C -1.351 -0.266 -4.081
C -1.641 -1.730 -3.705
C -1.942 -2.611 -4.944
C -1.281 -3.971 -4.855
O -1.838 -4.945 -5.293
O -0.030 -4.081 -4.292
N -2.551 0.088 -4.916
C -3.267 1.174 -4.444
O -3.987 1.897 -5.097
C -2.946 1.257 -2.939
Cl -2.946 2.854 -2.197
C -1.447 0.820 -2.994
P -0.550 0.671 -1.380
C -0.510 -1.049 -0.734
C 1.129 1.415 -1.446
H 4.565 0.919 -1.561
H 4.707 -0.548 -2.543
H 6.143 0.418 -2.244
H 5.744 1.852 -3.907
H 3.019 2.188 -3.772
H 4.034 1.252 -5.661
H 5.208 -0.054 -5.231
H 3.473 -1.285 -4.632
H 1.783 0.967 -5.376
H 2.209 -0.372 -6.446
H 0.789 -1.800 -5.313
H 1.027 -1.045 -3.732
H -2.545 -1.700 -3.098
H -0.813 -2.152 -3.141
H -3.000 -2.733 -5.130
H -1.482 -2.116 -5.805
H 0.610 -4.330 -4.966
H -2.287 0.220 -5.885
H -3.430 0.447 -2.392
H -0.909 1.649 -3.471
H -0.214 -1.105 0.313
H 0.177 -1.708 -1.276
H -1.533 -1.425 -0.782
H 1.469 1.463 -0.411
H 1.008 2.453 -1.756
H 1.868 0.887 -2.052
C -3.942 6.027 1.987
N -4.130 4.624 1.705
C -4.997 4.410 0.553
P -3.814 3.213 2.655
O -3.106 2.418 1.580
N -2.467 3.267 3.737
C -1.915 4.419 4.441
C -1.386 2.314 3.461
N -4.943 3.576 3.939
C -6.259 2.973 3.714
C -5.099 4.788 4.712
H -4.869 6.524 2.311
H -3.597 6.546 1.087
H -3.177 6.213 2.737
H -6.051 4.301 0.850
H -4.706 3.512 0.008
H -4.935 5.237 -0.157
H -1.878 5.324 3.830
H -0.887 4.236 4.748
H -2.445 4.612 5.377
H -0.707 2.682 2.682
H -1.772 1.351 3.144
H -0.805 2.128 4.367
H -6.876 3.580 3.034
H -6.805 2.858 4.653
H -6.161 1.976 3.273
H -5.917 5.411 4.326
H -4.215 5.411 4.754
H -5.348 4.518 5.743
C 0.974 -4.349 3.844
N 1.476 -3.787 2.610
C 0.660 -4.207 1.476
P 3.003 -3.035 2.198
O 2.238 -1.822 1.661
N 3.820 -2.137 3.419
C 3.824 -2.356 4.861
C 3.981 -0.705 3.154
N 3.861 -4.518 2.645
C 4.084 -5.397 1.496
C 3.771 -5.325 3.843
H 1.065 -5.443 3.882
H -0.090 -4.112 3.955
H 1.452 -3.936 4.728
H 1.055 -5.127 1.016
H 0.619 -3.441 0.700
H -0.373 -4.399 1.771
H 2.844 -2.626 5.258
H 4.114 -1.451 5.393
H 4.574 -3.093 5.155
H 3.077 -0.140 3.416
H 4.208 -0.514 2.109
H 4.819 -0.304 3.727
H 3.198 -6.009 1.272
H 4.925 -6.073 1.674
H 4.321 -4.814 0.600
H 3.124 -6.199 3.698
H 3.408 -4.800 4.715
H 4.773 -5.694 4.087

3.
116
Properties=species:S:1:pos:R:3 method="wB97M-V/def2-TZVPD" homo_energy_ev=-12.37 charge=+1 homo_lumo_gap_ev=9.707 de_lowest_ev=3.784 lumo_energy_ev=-2.665 max_force_ev_per_a=11.623
C 0.209 1.752 0.115
N -0.904 1.301 1.051
C -0.674 1.834 2.443
C -2.248 1.844 0.631
C -0.977 -0.168 1.147
C 0.298 -0.910 1.436
O -0.087 -2.238 1.255
H 0.065 2.899 0.079
H 0.155 1.439 -0.869
H 1.065 1.536 0.431
H -0.610 2.818 2.500
H 0.182 1.394 2.920
H -1.521 1.478 3.081
H -2.314 2.819 0.408
H -3.074 2.056 1.338
H -2.596 1.259 -0.424
H -1.351 -0.615 0.159
H -1.734 -0.423 2.003
H 0.601 -0.712 2.437
H 1.060 -0.586 0.744
H 0.258 -2.800 1.881
O -7.551 2.054 1.198
S -7.424 0.815 0.459
O -8.257 -0.301 0.879
O -7.780 0.979 -1.125
C -7.639 2.373 -1.701
C -8.082 2.401 -3.180
C -5.792 0.280 0.510
H -6.549 2.509 -1.537
H -8.139 3.088 -1.438
H -7.393 1.616 -3.751
H -7.850 3.332 -3.685
H -9.100 2.248 -3.345
H -5.623 0.031 1.372
H -5.047 0.797 0.127
H -5.886 -0.592 -0.320
O 2.390 2.097 -2.341
S 3.388 1.459 -3.100
O 4.834 1.454 -2.685
O 3.038 -0.159 -3.082
C 2.520 -0.851 -1.946
C 2.480 -2.384 -2.258
C 3.328 2.075 -4.782
H 1.672 -0.246 -1.661
H 3.251 -0.781 -1.057
H 3.275 -3.093 -1.924
H 1.983 -2.622 -3.319
H 1.700 -2.725 -1.572
H 3.754 2.947 -4.854
H 2.214 1.855 -5.037
H 3.564 1.288 -5.374
O -0.920 -5.563 4.976
S 0.192 -5.303 4.121
O 0.033 -4.157 3.328
O 1.357 -4.887 5.151
C 1.119 -3.849 5.974
C 1.680 -4.214 7.453
C 0.741 -6.686 3.108
H 0.164 -3.434 6.116
H 1.693 -2.990 5.572
H 1.141 -3.600 8.081
H 2.699 -3.914 7.599
H 1.419 -5.156 7.558
H 1.843 -6.623 2.972
H 0.223 -6.896 2.153
H 0.705 -7.713 3.604
O 2.608 6.797 0.625
S 1.557 6.038 0.029
O 1.012 4.957 0.813
O 0.443 7.161 -0.339
C -0.555 7.466 0.580
C -1.407 8.663 0.257
C 2.173 5.453 -1.493
H 0.069 7.478 1.313
H -1.161 6.614 0.691
H -2.076 8.631 -0.731
H -0.828 9.530 0.095
H -2.025 8.814 1.079
H 1.531 4.805 -2.074
H 3.014 4.822 -1.095
H 2.452 6.391 -2.010
O 2.997 -7.293 -2.948
S 1.723 -6.881 -2.531
O 0.833 -7.710 -1.706
O 1.913 -5.513 -1.570
C 2.674 -5.807 -0.289
C 2.782 -4.516 0.470
C 0.803 -6.159 -3.809
H 3.562 -6.327 -0.483
H 2.128 -6.633 0.147
H 1.808 -3.888 0.645
H 3.330 -3.560 0.151
H 3.363 -4.565 1.335
H 0.080 -6.742 -4.163
H 1.443 -5.458 -4.717
H 0.244 -5.381 -3.332
C 3.688 1.623 2.154
C 4.088 2.901 2.809
O 4.658 3.727 1.880
C 4.526 3.104 0.743
O 4.922 3.500 -0.309
O 3.797 1.994 0.814
H 2.691 1.390 2.328
H 4.280 0.995 2.527
H 4.669 2.918 3.719
H 3.151 3.309 3.145
C -1.136 0.361 -3.397
C -1.215 -0.396 -4.638
O -1.349 -1.723 -4.231
C -1.201 -1.779 -2.899
O -0.912 -2.838 -2.394
O -1.123 -0.625 -2.347
H -2.247 0.973 -3.216
H -0.299 0.931 -3.191
H -0.582 -0.308 -5.366
H -2.065 -0.178 -5.074